1.
Here is the molecule C5H12O from the OMol25 dataset. Energies are from wB97M-V/def2-TZVPD.

Last column: Löwdin charge in e.
Element x y z (Å)
O  -0.05564  -0.56364  -0.47445  -0.1690
C  -0.01303  2.87146  0.99096  -0.1149
C  -0.11255  -1.93478  -0.17401  -0.2996
C  -0.14007  0.31620  0.62292  -0.2523
C  0.08042  -2.69146  -1.47609  -0.0793
C  0.20726  1.68595  0.05885  -0.2428
H  -1.15471  0.31051  1.06143  0.1276
H  0.07662  -3.77182  -1.30203  0.0739
H  -1.03917  2.89740  1.37565  0.0710
H  -1.07971  -2.19696  0.28703  0.1201
H  1.03475  -2.41308  -1.93416  0.0772
H  0.67855  -2.20085  0.54737  0.1183
H  -0.71837  -2.44727  -2.18341  0.0766
H  0.55902  0.01533  1.42366  0.1268
H  0.15752  3.80667  0.44681  0.0693
H  -0.40249  1.80464  -0.84374  0.1129
H  0.67030  2.85926  1.84741  0.0712
H  1.25129  1.65244  -0.27420  0.1132

Cartesian forces, eV/Å:
0.022 -0.004 -0.066
-0.015 0.027 0.064
0.000 -0.274 0.050
0.009 0.191 0.145
-0.001 -0.029 -0.001
-0.001 0.003 -0.064
0.136 -0.020 -0.131
-0.009 0.131 -0.015
0.137 -0.023 -0.046
0.111 0.077 -0.044
-0.125 -0.053 0.084
-0.102 0.056 -0.079
0.098 -0.037 0.122
-0.067 0.044 -0.163
-0.016 -0.125 0.132
0.071 0.041 0.089
-0.109 -0.046 -0.096
-0.139 0.039 0.018

Summary:
Total charge   0
LUMO   0.044 hartree
Energy relative to the best compared isomer or geometry (same formula, charge and spin)   0.568 eV
Structure (SMILES)   CCCOCC
F_max   0.3 eV/Å
Gap between HOMO and LUMO   10.95 eV

=====

2.
Here is a cluster of 6 separate species, C14H40ClN2O12 in total from the OMol25 dataset. Energies are from wB97M-V/def2-TZVPD.

Last column: Löwdin charge in e.
Element x y z (Å)
Cl  -2.91332  0.68768  0.05163  0.5690
O  -3.13543  -0.54913  0.76472  -0.3941
O  3.65202  -2.22191  -3.76284  -0.0357
O  -2.33251  5.49613  -2.95245  -0.0823
O  -0.28786  -6.76942  4.37502  -0.1746
O  -1.88257  -3.38767  -3.52913  -0.0757
O  0.39032  -5.78769  -3.21369  -0.0378
O  2.38179  5.87872  2.35127  -0.2298
O  2.20101  0.22475  -4.18493  -0.0523
O  0.26147  7.22680  -3.39227  -0.0559
O  -4.06807  0.90678  -0.78234  -0.3962
O  -2.78952  1.83807  0.87576  -0.3863
O  -1.71798  0.56528  -0.68985  -0.3930
N  -0.81860  5.74722  2.97749  0.0309
N  -1.41838  -5.46590  1.17496  -0.0033
C  0.35609  5.78322  3.87705  -0.4012
C  3.53369  0.05097  -3.70688  -0.2780
C  -0.75582  -3.85869  -4.21757  -0.2375
C  1.81757  6.61990  1.31423  -0.1294
C  3.60165  -1.09695  -2.90211  -0.3095
C  -1.59930  -5.90888  2.59024  -0.3880
C  -0.53952  -5.41966  -4.15426  -0.2698
C  0.84467  -6.49809  5.22951  -0.1081
C  -0.34954  6.19987  -4.13822  -0.2621
C  -0.16895  -5.91834  3.28279  -0.2172
C  -0.03841  5.16932  5.29282  -0.0447
C  -1.00928  5.11227  -3.32525  -0.2441
C  1.53921  5.04807  3.20277  -0.1608
C  -2.49719  -7.16495  2.51466  -0.0536
H  0.10187  -3.26539  -3.90060  0.1072
H  -2.38590  -5.30332  0.93502  0.0570
H  -0.23887  -5.69866  -5.16414  0.1071
H  2.83709  -2.70343  -3.60275  0.0789
H  0.05071  -4.86151  3.43435  0.1194
H  -0.92655  5.61125  5.74449  0.0685
H  -1.99069  -7.79189  1.78083  0.0764
H  -1.01989  4.75911  3.03427  0.0689
H  1.18163  7.32421  1.85054  0.0755
H  1.59231  -0.08349  -3.50959  0.0787
H  -1.19063  -4.49372  1.02298  0.0686
H  -1.80805  -2.43112  -3.56155  0.0878
H  0.63930  6.83577  3.88072  0.1221
H  1.33559  4.19134  2.56040  0.1283
H  0.38428  5.61636  -4.69421  0.1146
H  -0.12384  4.08686  5.19748  0.0744
H  3.79274  0.95091  -3.14912  0.1239
H  0.90776  -6.92950  6.22851  0.0769
H  1.23722  5.96918  0.66011  0.0855
H  4.44816  -1.13455  -2.21647  0.1227
H  -1.21968  4.28156  -3.99886  0.1145
H  -2.16082  -5.03649  2.92447  0.1248
H  -0.52222  5.97659  2.03959  0.0405
H  -2.79665  4.82020  -2.45315  0.0869
H  1.13614  -5.46459  5.41666  0.0853
H  -1.09362  6.60722  -4.82270  0.1217
H  2.85292  -1.11119  -2.11007  0.1324
H  -2.52390  -7.66561  3.48251  0.0675
H  -0.43265  4.74160  -2.47777  0.1236
H  0.77827  5.40771  5.97423  0.0628
H  -3.47778  -6.83326  2.17330  0.0745
H  -1.04444  -3.54390  -5.22042  0.1073
H  1.67905  -7.04019  4.78450  0.0809
H  -0.34962  7.96389  -3.32251  0.0833
H  -0.19854  -5.85117  -2.45817  0.0925
H  -1.50808  -5.91851  -4.12037  0.1198
H  2.57753  7.11060  0.70614  0.0898
H  2.35433  4.82758  3.89203  0.1193
H  4.23488  -0.11343  -4.52505  0.1317
H  0.63361  -6.31503  2.66100  0.1200

Cartesian forces, eV/Å:
-1.943 -0.512 -0.107
0.213 0.177 0.731
-0.651 -0.656 0.609
-0.110 1.222 0.413
0.974 1.260 2.870
-0.664 -0.297 1.512
-0.285 -0.664 0.931
1.014 -0.135 0.381
0.154 0.089 -0.911
0.322 0.170 0.046
-0.062 -0.086 -0.819
0.230 0.757 1.701
1.682 -0.337 -1.565
0.187 -0.341 1.227
-0.655 -0.495 -0.922
-0.497 -0.403 -0.539
-0.697 2.968 -0.981
-0.619 -0.351 -1.120
-0.892 -0.309 0.683
1.181 -2.623 2.635
1.013 1.560 -1.058
-0.829 2.485 -2.458
0.997 -1.325 -0.087
-0.353 -0.854 0.333
-2.411 -0.776 -1.906
1.193 1.061 -1.264
-1.667 -0.706 -0.229
1.797 1.117 -0.266
1.666 0.797 0.483
0.560 -0.533 -0.025
-0.605 -0.710 -0.841
0.739 -0.024 0.007
0.051 -0.373 -0.302
0.156 0.036 0.821
-0.153 -0.071 -0.491
-0.404 -0.329 -0.060
-0.846 -0.228 -0.869
-0.365 0.697 -0.920
-0.049 0.095 0.138
1.185 0.434 0.821
-0.373 0.138 0.320
0.260 0.062 0.841
-0.822 -0.354 0.492
0.492 0.619 -0.248
-0.154 0.018 0.085
0.359 0.169 0.024
-1.460 -0.385 0.097
-0.300 0.051 -0.277
0.854 0.205 -0.454
0.828 -0.360 -0.266
-0.102 -0.419 1.555
-0.149 -0.216 -0.159
0.303 -0.259 0.070
-0.498 0.325 -0.676
0.005 -0.067 -0.180
-0.986 -0.320 -0.402
-0.270 -0.010 -0.112
0.237 0.277 0.033
0.130 -0.271 0.085
-0.006 -0.331 0.045
0.992 -0.521 -0.830
0.514 0.420 -0.444
-0.059 -0.103 0.088
0.724 -0.215 0.974
-0.258 0.020 0.775
0.112 0.005 0.358
-0.553 -0.708 0.593
-0.271 0.436 -0.329
-0.105 0.002 -0.661

Summary:
Total charge   -1
LUMO   0.087 hartree
F_max   3.9 eV/Å
Gap between HOMO and LUMO   8.34 eV

=====

3.
Here is a cluster of 4 separate species, C23H42FN3O9S3 in total from the OMol25 dataset. Energies are from wB97M-V/def2-TZVPD.

Last column: Löwdin charge in e.
Element x y z (Å)
S  -1.19494  -1.32301  4.11540  0.6062
S  2.24160  6.17297  0.10122  0.6037
S  -5.74171  1.52544  4.54531  0.6221
F  2.73764  -2.37382  -1.07688  -0.0573
O  -1.47289  -2.12878  5.27392  -0.2719
O  2.62242  6.49098  -1.24924  -0.2805
O  -5.89641  0.14046  4.17591  -0.2826
O  1.17313  6.86525  0.77539  -0.2834
O  -5.73274  1.95005  5.91991  -0.2728
O  -2.56643  -0.60762  3.63475  -0.2844
O  -6.82750  2.41037  3.73226  -0.2619
O  -0.51621  -1.85505  2.96112  -0.2895
O  1.98421  4.57759  0.20918  -0.2704
N  4.71529  -4.32002  -3.68167  -0.1633
N  -0.70455  0.91304  -1.79746  0.1522
N  1.13922  1.68459  -5.11180  0.1285
C  0.33883  0.37388  -2.06553  -0.1499
C  -3.49657  -1.36646  2.86102  -0.2689
C  -8.20611  2.05694  3.83182  -0.2698
C  3.53894  -1.96055  -5.66949  -0.2053
C  4.99681  -5.53501  -2.93688  -0.0800
C  1.70685  -0.85899  -3.99684  -0.2082
C  3.28265  -1.15907  -4.29929  -0.1783
C  1.56472  -0.63454  -2.37862  -0.1709
C  1.28779  0.55407  -4.68522  -0.1497
C  1.43607  -2.04455  -1.60879  -0.2920
C  0.67657  3.98717  -1.76065  -0.0904
C  3.68990  6.23266  1.11974  -0.1258
C  -4.29422  2.16788  3.75200  -0.1140
C  0.37084  -2.00884  -0.36877  -0.0528
C  3.31784  -4.23768  -4.20074  -0.1697
C  0.73577  4.05607  -0.24661  -0.2718
C  -4.27763  -2.33941  3.72253  -0.0778
C  7.01804  -4.10736  -2.93634  -0.0785
C  -8.80223  2.49702  5.15597  -0.0761
C  5.84591  -3.40678  -3.74536  -0.0580
C  3.15932  -3.52542  -5.63205  -0.1697
C  -0.35358  0.14394  4.64366  -0.1199
C  6.47959  -5.48181  -2.40286  -0.0695
H  0.59496  -0.15723  5.08937  0.0774
H  -8.36764  1.93851  5.98830  0.0711
H  3.41942  5.95126  2.13703  0.0729
H  2.60234  -3.81172  -3.38844  0.1076
H  -9.88217  2.33192  5.16708  0.0811
H  4.64884  -1.83867  -5.96989  0.1055
H  -4.19053  -0.65321  2.41008  0.1065
H  5.83082  -2.38918  -4.25734  0.0905
H  -0.69517  -1.93620  -0.79440  0.0935
H  4.26722  -6.40295  -2.74709  0.1112
H  0.51984  -3.02969  0.16543  0.1034
H  0.67457  4.98728  -2.20068  0.0725
H  -2.98665  -1.88301  2.04202  0.1147
H  7.05328  -6.23085  -1.75796  0.0779
H  3.75943  -0.10714  -4.44591  0.1341
H  -0.96731  0.65473  5.38564  0.0732
H  -0.17598  0.78176  3.77805  0.0724
H  0.60937  -1.11436  0.30279  0.0874
H  2.96497  -5.33641  -4.34636  0.1298
H  -8.60157  3.55589  5.33754  0.0858
H  -0.09689  4.64073  0.15605  0.1163
H  1.54817  3.46104  -2.15855  0.0774
H  -3.42359  1.73075  4.24151  0.0604
H  2.02970  -3.59760  -5.90535  0.1141
H  -8.72449  2.57068  3.01841  0.1231
H  8.04348  -3.60096  -2.78446  0.0792
H  3.81337  -1.60306  -3.37533  0.1039
H  -5.06757  -2.82156  3.14185  0.0872
H  4.43632  5.55139  0.71170  0.0739
H  3.70015  -4.09426  -6.48945  0.1276
H  1.01064  -2.80485  -2.35255  0.1356
H  -8.34185  0.98278  3.67384  0.1156
H  2.93585  -1.43278  -6.50274  0.1205
H  -0.22941  3.47348  -2.08836  0.0572
H  4.06945  7.25476  1.10092  0.0762
H  2.51663  -0.09283  -1.99419  0.1654
H  -4.72552  -1.82647  4.57545  0.0676
H  -3.62714  -3.12201  4.12101  0.0724
H  1.02535  -1.69019  -4.39148  0.1429
H  0.64690  3.04539  0.16020  0.1110
H  -4.28081  3.25162  3.86715  0.0788
H  -4.31299  1.88757  2.69910  0.0774

Cartesian forces, eV/Å:
-0.415 0.476 0.083
0.181 -0.557 0.147
-0.001 0.653 -0.388
-1.950 0.248 -1.222
0.275 0.118 -0.746
-0.427 0.073 0.622
-0.263 0.673 0.460
0.328 -0.265 -0.611
-0.109 -0.562 -0.541
1.101 0.152 0.377
1.005 -0.326 0.124
-0.410 -0.079 0.527
0.617 0.867 0.375
1.566 -1.609 1.326
5.260 -2.443 -1.310
0.736 -6.542 2.377
-3.133 -0.075 0.887
-0.842 -0.757 -0.436
-1.010 -0.165 0.276
0.266 0.143 -0.035
4.698 1.443 1.085
0.357 1.639 0.183
0.120 1.108 -0.610
-0.426 1.142 -0.128
0.297 3.523 -1.238
-1.605 0.960 1.103
-0.018 0.313 -0.217
0.016 -0.159 0.062
-0.069 0.127 -0.074
1.094 -0.583 -0.876
-0.751 -0.464 -0.793
-0.874 -0.363 -0.618
0.197 -0.312 0.337
-4.150 -0.469 -1.108
0.114 -0.068 0.320
1.818 -3.636 2.763
-0.923 0.338 -0.109
-0.107 0.125 -0.076
-2.960 3.615 -2.964
-0.126 -0.110 -0.062
-0.057 0.037 -0.083
-0.019 0.012 -0.123
1.380 -0.355 -1.493
0.073 0.022 -0.100
-1.787 -0.178 0.580
0.279 0.148 0.184
-0.106 -1.925 0.872
1.689 -0.048 0.711
1.085 1.931 -0.637
-0.389 1.965 -0.678
0.015 -0.080 0.062
0.173 0.099 0.137
-1.184 1.249 -1.221
-0.759 -1.785 0.329
0.032 -0.102 -0.051
-0.044 -0.089 0.054
-0.461 -1.473 -0.803
0.691 1.908 0.248
-0.068 -0.077 -0.094
0.184 0.089 0.038
-0.114 -0.044 0.047
-0.195 -0.084 0.013
1.818 -0.014 0.571
0.381 0.007 -0.053
-1.983 -1.139 -0.271
-1.111 0.383 -1.486
0.039 0.137 -0.024
-0.110 0.059 -0.004
-0.704 0.930 1.736
1.312 0.676 1.033
0.193 0.053 0.018
0.918 -0.882 1.288
0.119 -0.023 0.113
-0.152 -0.057 -0.092
-1.605 -0.939 -0.709
0.006 -0.036 -0.225
-0.025 0.031 -0.117
0.854 1.310 0.691
0.264 0.170 0.156
-0.083 -0.106 0.006
-0.028 0.025 0.102

Summary:
Total charge   0
LUMO   0.007 hartree
Structure (SMILES)   C[C@H](F)[C@H](C#N)[C@@H](C#N)CCCCn1cccc1.CCOS(C)(=O)=O.CCOS(C)(=O)=O.CCOS(C)(=O)=O
F_max   7.0 eV/Å
Gap between HOMO and LUMO   8.23 eV

=====

4.
Here is a structure of composition C6H8LiO3Pm from the OMol25 dataset. Energies are from wB97M-V/def2-TZVPD.

Last column: Löwdin charge in e.
Element x y z (Å)
Pm  -0.76719  0.62130  -0.71320  1.9152
O  0.96146  -0.07240  -1.43691  -0.3391
O  -1.98724  0.88853  0.71383  -0.4945
O  0.70923  0.95006  0.97051  -0.1776
C  2.85409  -1.08739  -0.41031  -0.0824
C  -3.31760  0.79236  0.77317  -0.3003
C  2.12739  0.19764  -0.77503  -0.4305
C  -4.14219  0.57889  -0.26082  0.0702
C  1.87583  0.70347  0.61817  -0.0601
C  2.15415  -2.22857  -0.57112  0.0926
Li  -0.83010  1.26544  2.13259  0.8251
H  -3.76650  0.40481  -1.27240  0.0597
H  1.41457  -2.39278  -1.35591  0.0848
H  -5.21931  0.57690  -0.09779  0.0972
H  2.83608  0.91930  -1.24248  0.1898
H  2.16996  -3.00088  0.20097  0.0942
H  3.94150  -1.06347  -0.30512  0.1418
H  -3.73669  0.93452  1.77930  0.1319
H  2.72257  1.01226  1.25253  0.1819

Cartesian forces, eV/Å:
0.337 -0.417 -7.675
1.642 0.342 -0.120
-1.716 0.896 5.027
0.026 -0.126 1.182
-0.111 -0.288 -1.017
-3.798 0.055 0.664
1.882 -0.538 -0.088
0.960 0.094 0.543
1.226 0.859 -0.927
-0.473 -0.428 1.069
0.072 0.138 0.848
-0.282 0.088 0.034
-0.528 0.684 0.671
0.369 -0.120 -0.125
-0.514 -0.084 -0.190
1.367 -0.693 -0.986
-0.363 0.017 1.484
0.126 -0.045 -0.425
-0.223 -0.434 0.033

Summary:
Total charge   +2
2S+1   5
LUMO (alpha / beta)   -0.311 / -0.310 hartree
<S²>   6.008
Energy relative to the best compared isomer or geometry (same formula, charge and spin)   1.296 eV
F_max   7.7 eV/Å
Gap between HOMO and LUMO (alpha / beta)   7.46 / 7.51 eV